one | The following is a quantum chemistry calculation of a 2-piece molecular cluster, C3H4N4 overall, from OMol25.

Geometry (Å):
C: -0.52963 0.29016 -0.70415
C: -1.21049 1.20246 -0.00544
C: 0.88876 -0.42418 1.90444
N: -0.77704 -0.18194 -1.99646
N: 0.15351 -1.00414 -2.30541
N: 0.99504 -1.20905 -1.23848
N: 0.60996 -0.45819 -0.29514
H: -0.63464 1.76696 0.70696
H: -2.03319 1.82605 -0.44405
H: 0.53860 -1.53202 2.28405
H: 1.99913 -0.27611 2.09366

=====

two | The following is a quantum chemistry calculation of one molecule with the formula C3H4N4, from OMol25.

Geometry (Å):
N: -0.11523 1.58523 2.08870
C: 0.43376 1.02703 1.02532
C: -0.53351 0.08313 0.40317
N: -0.23825 -0.59037 -0.62790
C: -0.06100 -1.33827 -1.67907
N: 1.15975 -1.23918 -2.28534
N: 2.19456 -1.06227 -2.68354
H: -1.06122 1.40037 2.43969
H: 0.41053 2.25542 2.63489
H: -1.53975 -0.03008 0.86285
H: -0.73972 -2.04292 -2.16155

=====

The structure with the most favorable energy is two; the runner-up is 0.1236 hartree above it.

=====

one | The following is a quantum chemistry calculation of C3H4N4 as an isolated structure, from OMol25.

Geometry (Å):
C: 1.50946 -0.62803 -0.08379
C: 0.56132 -1.50838 -0.20059
C: -0.39421 1.69337 -0.18042
N: 2.42138 1.29365 -0.01576
N: 2.85416 -0.78329 0.03478
N: 3.34641 0.40848 0.12217
N: 1.25310 0.78042 -0.00300
H: -0.58870 -1.33585 -0.29107
H: 0.71285 -2.45704 -0.58729
H: 0.18057 2.52696 0.26731
H: -1.17098 1.13321 0.21764

=====

two | The following is a quantum chemistry calculation of one molecule with the formula C3H4N4, from OMol25.

As for the SMILES: C=Cn1ncnn1.

Geometry (Å):
C: 2.01274 0.25545 0.10361
C: 1.09905 -0.67933 -0.07832
N: -0.23627 -0.35575 -0.14567
N: -0.70669 0.93113 -0.15527
C: -1.99943 0.68766 0.00623
N: -2.35500 -0.60059 0.09865
N: -1.17795 -1.29777 -0.03295
H: 3.05161 -0.00984 0.11074
H: 1.74112 1.32666 0.11849
H: 1.33983 -1.73139 -0.09624
H: -2.76902 1.47376 0.07073

=====

The structure with the most favorable energy is two; the runner-up is 0.2030 hartree above it.

=====

one | The following is a quantum chemistry calculation of a 2-piece molecular cluster, C5H10N2O2 overall, from OMol25.

Geometry (Å):
C: 2.02633 0.32579 -0.99765
C: 1.78902 -1.07945 -0.50130
N: 0.76843 -1.19073 0.45734
O: 2.36754 -2.05354 -0.92176
H: 0.70203 -2.12007 0.85910
H: -0.58547 -0.74224 -0.00439
H: 1.79250 1.07373 -0.24051
H: 3.05692 0.41877 -1.33247
H: 1.37155 0.49804 -1.85642
C: -1.60739 0.47639 1.47067
N: -0.40296 0.79580 1.80899
C: -1.70139 -0.15539 -0.16420
C: -1.55899 0.79848 -1.11360
O: -2.73011 0.48544 1.92509
H: -0.36711 1.27713 2.70121
H: 0.61694 -0.39204 1.14970
H: -2.52435 -0.85781 -0.25678
H: -0.78768 1.55377 -1.01954
H: -2.22580 0.88791 -1.96347

=====

two | The following is a quantum chemistry calculation of a 2-piece molecular cluster, C5H10N2O2 overall, from OMol25.

As for the SMILES: [H]/N=C(\C)C=C.NC(=O)O.

Geometry (Å):
H: 0.20292 -1.51869 -1.69298
N: -0.49078 -0.84744 -1.37956
C: -0.66855 -0.80014 -0.11315
C: -1.33015 -1.88270 0.69684
C: -1.05545 0.65411 0.51739
C: -1.42909 1.64797 -0.28207
H: -2.40949 -1.83558 0.55938
H: -1.12801 -1.75154 1.75885
H: -0.96053 -2.85575 0.37476
H: -1.40450 0.64369 1.54561
H: -2.12446 2.41653 0.02256
H: -1.11767 1.65061 -1.31806
N: 1.69852 0.99933 -1.03141
C: 1.87707 0.37177 0.15041
O: 1.55390 -0.82707 0.35638
O: 2.79066 0.99416 0.92828
H: 1.92467 1.97934 -1.07366
H: 0.94552 0.60118 -1.59620
H: 3.12541 0.36025 1.57664

=====

three | The following is a quantum chemistry calculation of one molecule with the formula C5H10N2O2, from OMol25.

As for the SMILES: C[C@H]1O[C@H]2N[C@@]2(C)N1O.

Geometry (Å):
C: -2.47850 0.29610 0.62120
C: -1.12424 0.67892 0.08398
O: -0.22025 1.20730 1.23354
C: 1.03265 0.84551 0.88346
N: 1.48228 -0.67363 1.02180
C: 1.04175 -0.12052 -0.23239
C: 2.00912 -0.13883 -1.38057
N: -0.38137 -0.34048 -0.59143
O: -0.80053 -1.65563 -0.20074
H: -2.90597 1.15760 1.12404
H: -2.38218 -0.52812 1.32406
H: -3.12625 -0.01595 -0.19629
H: -1.17266 1.54109 -0.59270
H: 1.82308 1.55357 1.09125
H: 0.75220 -1.11829 1.57340
H: 1.70617 0.57769 -2.13975
H: 3.00041 0.11721 -1.02000
H: 2.04629 -1.13519 -1.81282
H: -0.30201 -2.24833 -0.79004

=====

four | The following is a quantum chemistry calculation of one molecule with the formula C5H10N2O2, from OMol25.

Geometry (Å):
C: 0.28950 1.95458 -0.37153
N: 0.86138 0.68561 0.07199
C: 0.15753 -0.10573 1.46489
O: -0.93663 0.63483 1.93243
O: 1.03390 -0.47652 2.25139
H: -0.69323 0.86774 2.83920
H: 1.84554 0.75655 0.31643
H: -0.79563 1.87370 -0.36716
H: 0.62273 2.16611 -1.38890
H: 0.58524 2.75100 0.31055
C: 0.60797 -0.58947 -0.92100
C: -1.21233 -2.02952 0.55315
C: 0.04667 -0.48092 -2.15732
N: -0.38183 -1.09518 0.44884
H: 1.47289 -1.23497 -0.81256
H: -1.47146 -2.58226 -0.35235
H: -1.68225 -2.20564 1.52058
H: 0.46453 -1.03357 -2.98499
H: -0.81453 0.14364 -2.35362

=====

The structure with the most favorable energy is two; the runner-up is 0.0301 hartree above it.